This record from the OMol25 dataset describes the molecule C15H16F3N7S in a non-equilibrium geometry. The level of theory is ωB97M-V with the def2-TZVPD basis set.

ΔE to the lowest compared entry with this formula, charge and spin	8.52	kJ/mol
HOMO energy	-8.67	eV
gap between HOMO and LUMO	0.3145	Ha
max |F|	3.72	eV Å⁻¹
SMILES	FC(F)(F)c1csc(-n2nnc3ccc(NCC4CCNCC4)nc32)n1

Cartesian coordinates (Å):
F: -5.9114 2.2403 6.0019
C: -4.6922 1.7300 6.2824
F: -4.0794 2.5284 7.1810
F: -4.8885 0.5062 6.8351
C: -3.8724 1.5579 5.0340
C: -4.3768 1.5027 3.7684
S: -3.1645 1.1275 2.5379
C: -2.0432 0.9651 3.8137
N: -0.6966 0.6680 3.6281
N: 0.1774 0.5328 4.6480
N: 1.3368 0.1391 4.2390
C: 1.2484 0.0675 2.8652
C: 2.1769 -0.2517 1.8986
C: 1.7580 -0.2827 0.6082
C: 0.4162 -0.0579 0.3284
N: -0.1593 -0.1022 -0.9132
C: 0.2000 -1.1891 -1.8137
C: 0.7929 -0.6737 -3.1675
C: 1.9620 0.3049 -3.0503
C: 2.5534 0.5938 -4.4331
N: 2.9344 -0.6521 -5.1028
C: 1.8092 -1.6023 -5.3216
C: 1.2506 -1.9309 -3.9293
N: -0.5205 0.2299 1.2068
C: -0.0645 0.2974 2.4682
N: -2.5151 1.2195 5.0430
H: -5.4303 1.6077 3.5356
H: 3.2476 -0.4088 2.0519
H: 2.4705 -0.4971 -0.1940
H: -1.1442 0.0848 -0.7979
H: 0.9305 -1.8641 -1.3274
H: -0.6764 -1.8120 -2.0772
H: -0.0007 -0.2243 -3.7624
H: 2.7546 -0.1063 -2.4111
H: 1.6136 1.2248 -2.5548
H: 3.4478 1.2523 -4.3488
H: 1.8448 1.1648 -5.0273
H: 3.6897 -1.1452 -4.5976
H: 2.2021 -2.5211 -5.7843
H: 1.0145 -1.1366 -5.9492
H: 2.0030 -2.4667 -3.3411
H: 0.4009 -2.6209 -4.0706